[1]
# C5H8N2

One molecule with the formula C5H8N2 (ωB97M-V/def2-TZVPD, the OMol25 dataset).

Last column: Löwdin charge in e.
CARTESIAN COORDINATES (ANGSTROEM)
C: -2.34738 -0.31588 0.15609  -0.07
C: -0.87993 -0.05876 -0.08544  -0.42
C: -0.29744 1.24457 -0.17124  -0.06
N: 1.01454 1.06301 -0.05105  0.09
C: 1.33672 -0.27157 0.10760  -0.43
N: 2.72234 -0.55581 0.24818  0.05
C: 0.20476 -1.08218 0.17424  0.00
H: -2.56152 -1.37388 -0.01690  0.08
H: -2.60066 -0.09266 1.19756  0.08
H: -2.99108 0.29234 -0.49009  0.07
H: -0.73835 2.22372 -0.31087  0.12
H: 1.72006 1.78697 -0.12027  0.16
H: 2.84432 -1.22727 1.00113  0.07
H: 3.07833 -1.00326 -0.59334  0.07
H: -0.50471 -0.62936 -1.04560  0.17

The energy relative to the best compared isomer or geometry (same formula, charge and spin) comes out at 343.9 kJ/mol. The HOMO energy is -8.0 eV.

=====

[2]
# C42H40CrN8O

C42H40CrN8O as an isolated structure at a distorted geometry (ωB97M-V/def2-TZVPD, the OMol25 dataset).

Last column: Löwdin charge in e.
CARTESIAN COORDINATES (ANGSTROEM)
Cr: -0.92754 -1.57176 0.48753  0.86
C: -0.47870 -2.06644 4.58917  -0.19
C: 0.12663 -3.35511 3.88415  -0.18
C: -0.67748 -3.72757 2.66774  -0.22
N: -0.16177 -3.21349 1.36436  -0.07
C: 0.76741 -3.96603 0.74535  -0.23
C: 1.45001 -5.08938 1.28741  0.00
C: 2.25029 -6.06264 0.60342  -0.10
C: 2.95844 -5.94698 -0.54026  -0.13
C: 2.99123 -4.79534 -1.33685  -0.06
C: 1.90208 -3.96418 -1.54628  -0.01
C: 0.89932 -3.48296 -0.63549  -0.18
N: 0.01925 -2.51666 -1.05594  -0.05
C: -0.44321 -2.59458 -2.43373  -0.23
C: -1.94788 -2.66714 -2.60133  -0.16
C: -2.73205 -3.28838 -1.43192  -0.23
N: -2.60709 -2.53067 -0.21839  -0.07
C: -3.49316 -2.81199 0.77509  -0.24
C: -4.21268 -3.98563 0.81423  -0.05
C: -5.21216 -4.34152 1.72164  -0.08
C: -6.02787 -3.46563 2.45303  -0.11
C: -5.84819 -2.10078 2.72670  -0.07
C: -4.62744 -1.40788 2.60410  -0.03
C: -3.50745 -1.78661 1.85012  -0.23
N: -2.34393 -1.14517 1.98736  -0.06
C: -1.98171 -0.40484 3.19363  -0.21
C: -0.63293 -0.75781 3.86781  -0.19
H: 0.14575 -1.84835 5.44698  0.10
H: -1.42629 -2.43584 4.99888  0.11
H: 0.18019 -4.21569 4.60938  0.12
H: 1.18336 -3.11100 3.64383  0.10
H: -1.68289 -3.26463 2.71808  0.10
H: -0.81799 -4.82737 2.60810  0.12
H: 1.15173 -5.35477 2.33894  0.10
H: 2.39871 -7.03183 1.11833  0.11
H: 3.56206 -6.80659 -0.86630  0.11
H: 3.87861 -4.60626 -1.93143  0.11
H: 1.97945 -3.30984 -2.41748  0.11
H: -0.00425 -3.51937 -2.90106  0.12
H: -0.07540 -1.83988 -3.13593  0.12
H: -2.16259 -3.17471 -3.52547  0.10
H: -2.35704 -1.61588 -2.72408  0.12
H: -2.33988 -4.31163 -1.23543  0.13
H: -3.82644 -3.40626 -1.63472  0.13
H: -4.00836 -4.76598 0.02685  0.12
H: -5.44680 -5.41362 1.89198  0.11
H: -6.90367 -3.93110 2.84622  0.08
H: -6.67671 -1.55529 3.19271  0.11
H: -4.62218 -0.37919 2.99732  0.11
H: -2.77019 -0.49223 3.98447  0.12
H: -1.87638 0.62709 2.79854  0.13
H: -0.44353 0.03776 4.61513  0.12
H: 0.07169 -0.60983 2.98927  0.09
C: 5.37380 9.80494 -4.18307  0.01
O: 3.95084 9.34197 -4.32365  -0.08
C: 3.46031 8.31910 -3.64220  -0.32
C: 2.08531 8.04536 -3.71564  0.00
C: 1.51807 7.06290 -2.94566  -0.01
C: 2.36481 6.10153 -2.32126  -0.17
C: 3.74474 6.35414 -2.25236  -0.03
C: 4.28636 7.48863 -2.86266  -0.02
C: 1.80472 4.93942 -1.66753  -0.24
N: 0.50608 4.56906 -1.81999  0.19
C: 0.40007 3.40622 -1.13408  -0.22
C: 1.58025 3.00917 -0.55442  -0.12
N: 2.47555 4.03108 -0.86524  0.18
C: 1.82724 1.77590 0.12558  -0.06
C: 3.10879 1.34686 0.66520  -0.04
C: 3.14069 0.17103 1.39274  -0.10
C: 2.02694 -0.65830 1.44786  -0.14
N: 0.91162 -0.33524 0.76508  -0.02
C: 0.79043 0.79814 0.08278  -0.18
C: -0.53165 1.28394 -0.36886  -0.10
N: -1.53829 0.35315 -0.33107  0.01
C: -2.74930 0.72031 -0.73548  -0.15
C: -2.98297 1.91370 -1.39146  -0.05
C: -1.93066 2.88091 -1.54488  0.01
C: -0.69923 2.52835 -1.08330  -0.12
H: 5.46384 10.38842 -5.06498  0.08
H: 6.03878 8.98429 -4.25628  0.07
H: 5.43987 10.36709 -3.28711  0.09
H: 1.53181 8.78751 -4.26843  0.12
H: 0.44887 6.89135 -2.94145  0.11
H: 4.39729 5.59002 -1.74776  0.12
H: 5.37356 7.64159 -2.78836  0.10
H: 3.44608 4.08830 -0.64020  0.13
H: 3.91594 2.03901 0.54887  0.08
H: 4.05121 -0.03592 1.95651  0.10
H: 1.90150 -1.54906 2.08866  0.10
H: -3.48474 -0.05946 -0.69254  0.10
H: -3.99667 2.10553 -1.72274  0.09
H: -2.06419 3.71851 -2.19636  0.11

Its spin multiplicity is 5. The HOMO energy (alpha / beta) is -4.3 / -7.0 eV.

=====

[3]
# C24H32AlBBr2ClF20N4O3P

C24H32AlBBr2ClF20N4O3P as an isolated structure at a distorted geometry (ωB97M-V/def2-TZVPD, the OMol25 dataset).

Last column: Löwdin charge in e.
CARTESIAN COORDINATES (ANGSTROEM)
C: 2.88216 3.39437 1.69258  -0.08
C: 2.28164 1.93658 1.93820  -0.15
C: 2.01585 1.10749 0.56938  -0.21
B: 3.53743 1.14701 -0.06563  -0.48
O: 3.97649 2.18316 -0.97670  0.03
N: 4.60100 0.12379 0.30584  -0.14
C: 5.53188 0.69508 1.33852  -0.09
C: 5.44523 -0.11421 -0.92023  -0.10
C: 0.84008 1.66923 -0.40934  -0.18
C: -0.31728 2.56591 0.20746  -0.09
C: -1.07645 3.48234 -0.86273  -0.39
C: -1.80384 4.65776 -0.00155  -0.05
O: -0.20820 4.14318 -1.80314  -0.06
N: 0.45503 0.41583 -1.17857  0.04
C: 0.55485 0.86632 -2.56725  -0.66
Br: 2.17278 1.35375 -3.56926  0.86
C: -0.65974 0.91273 -3.30604  -0.62
C: -0.66585 1.36888 -4.83766  -0.14
Br: -2.40789 0.38932 -2.54647  0.72
C: 1.18320 -0.71418 -0.67076  -0.17
N: 1.56006 -1.87920 -1.17611  -0.15
C: 1.17897 -2.19843 -2.58800  -0.17
C: 1.02714 -3.72118 -2.98213  -0.07
C: -0.36801 -4.32477 -2.44148  -0.45
F: -0.97432 -3.50782 -1.46802  0.04
F: -0.23682 -5.65614 -2.04215  0.06
F: -1.29027 -4.34806 -3.52314  0.06
P: 2.53301 -3.13934 -0.32578  0.75
O: 3.34327 -2.48917 1.00204  -0.34
Cl: 1.22531 -4.57726 0.56496  0.32
N: 1.44894 -0.28273 0.72917  -0.02
C: 0.24725 -0.41542 1.58452  -0.13
C: -0.01496 -1.92742 2.09665  -0.06
C: -1.22899 -1.95780 3.15848  -0.29
F: -1.91254 -0.70813 3.21847  0.06
F: -0.65624 -2.28291 4.42113  0.07
C: -2.32492 -3.03161 2.73801  -0.23
F: -1.61878 -4.25620 2.55566  0.07
F: -2.89336 -2.73022 1.48057  0.10
C: -3.44930 -3.33363 3.82330  -0.22
F: -4.02316 -2.20284 4.40913  0.12
F: -2.84316 -4.05906 4.87860  0.10
C: -4.66257 -4.24739 3.29641  -0.22
F: -5.06177 -5.02960 4.41277  0.10
F: -4.30498 -5.15811 2.30075  0.12
C: -5.96210 -3.43164 2.85732  -0.22
F: -5.67848 -2.30443 2.06128  0.10
F: -6.72924 -2.98742 3.95797  0.10
C: -6.98712 -4.32932 1.98225  -0.36
F: -7.28600 -5.51784 2.66760  0.12
F: -6.55890 -4.53817 0.68202  0.14
F: -8.18093 -3.58523 1.93348  0.11
H: 2.61300 3.85506 0.69319  0.09
H: 4.03147 3.39350 1.74705  0.08
H: 2.55200 4.07618 2.55123  0.10
H: 1.28928 2.09038 2.49628  0.11
H: 2.91897 1.31155 2.66044  0.12
H: 4.53020 2.81999 -0.47778  0.11
H: 6.43347 0.04018 1.54472  0.10
H: 5.91086 1.69149 0.91214  0.09
H: 5.03128 0.91643 2.33126  0.09
H: 4.81777 -0.11942 -1.86716  0.08
H: 6.08592 -1.06113 -0.82213  0.10
H: 6.19313 0.74793 -1.02440  0.10
H: 1.44386 2.46025 -0.98889  0.13
H: 0.10574 3.29100 0.99374  0.13
H: -1.12893 1.97985 0.76317  0.12
H: -1.91414 2.96762 -1.42172  0.10
H: -1.13784 5.56336 0.12164  0.08
H: -2.78471 4.89694 -0.54350  0.10
H: -2.10623 4.17379 0.98237  0.07
H: 0.37057 4.70755 -1.24112  0.10
H: -1.70125 1.25772 -5.28291  0.08
H: 0.04940 0.68011 -5.39478  0.07
H: -0.23829 2.41682 -4.88670  0.09
H: 1.92709 -1.66642 -3.27230  0.13
H: 0.15069 -1.71618 -2.76287  0.13
H: 1.91001 -4.39681 -2.77771  0.11
H: 0.89787 -3.74080 -4.12432  0.15
H: 4.29694 -2.40438 0.78010  0.05
H: 0.27453 0.21450 2.53384  0.14
H: -0.73271 -0.11751 1.06041  0.13
H: 0.91399 -2.42906 2.50619  0.12
H: -0.42801 -2.47918 1.17770  0.08
F: -2.11581 5.98142 -4.41634  -0.26
Al: -1.64701 7.43193 -3.51546  0.04
F: -1.42059 7.01631 -1.80701  -0.24
F: -2.91578 8.65415 -3.66059  -0.25
F: -0.13217 8.06903 -4.17013  -0.25

The HOMO energy is -9.9 eV.

=====

[4]
# C5H11N2

An isolated ion of composition C5H11N2 and charge +1 at a distorted geometry (ωB97M-V/def2-TZVPD, the OMol25 dataset).

Last column: Löwdin charge in e.
CARTESIAN COORDINATES (ANGSTROEM)
C: 2.60751 0.54197 -0.59972  0.16
N: 1.47871 0.15229 -0.14853  0.01
C: 1.23665 -0.66428 0.98544  -0.09
C: 0.02135 -1.22998 1.11312  0.04
C: -1.18342 -0.12182 1.06957  -0.13
C: -1.86863 -0.00026 -0.29065  -0.23
N: -0.98291 0.63663 -1.32189  -0.02
H: 3.53544 0.49478 -0.02903  0.13
H: 2.55259 0.89239 -1.62232  0.12
H: 0.59996 0.46321 -0.69524  0.11
H: 2.15378 -1.04655 1.41629  0.13
H: -0.34837 -2.20176 1.40430  0.12
H: -1.79502 -0.50950 1.87675  0.11
H: -0.76414 0.85778 1.35436  0.11
H: -2.74727 0.64641 -0.37506  0.12
H: -2.11202 -0.98628 -0.70935  0.12
H: -1.00690 1.64706 -1.19806  0.10
H: -1.37730 0.42792 -2.22998  0.10

The energy relative to the best compared isomer or geometry (same formula, charge and spin) comes out at 233.6 kJ/mol. Its total charge is +1. As for the SMILES: C=[NH+]/C=C\CCN. The HOMO energy is -13.7 eV.